No. 1
DFT (the ωB97M-V functional and the def2-TZVPD basis) results for C42H50HfN7O5PSSe as an isolated structure.

Atoms and positions in Å:
Hf: -0.47 -0.58 0.34
O: 3.13 -1.73 -1.12
C: 2.07 -1.19 -1.26
O: 1.38 -0.56 -0.29
C: 1.34 -1.20 -2.58
C: 2.10 -1.37 -3.75
C: 1.44 -1.39 -4.93
C: 0.03 -1.29 -4.95
C: -0.70 -1.33 -6.16
C: -2.06 -1.24 -6.15
C: -2.75 -1.11 -4.92
C: -2.07 -1.07 -3.74
C: -0.65 -1.15 -3.72
N: 0.03 -1.09 -2.53
H: 3.17 -1.47 -3.67
H: 1.97 -1.50 -5.87
H: -0.16 -1.44 -7.09
H: -2.62 -1.27 -7.08
H: -3.83 -1.05 -4.92
H: -2.61 -0.96 -2.81
O: -4.07 0.56 0.64
S: -2.81 0.90 0.06
O: -1.68 1.09 1.04
O: -2.21 -0.22 -0.79
C: -2.93 2.30 -0.93
C: -4.22 2.75 -1.20
C: -4.38 3.85 -2.02
C: -3.26 4.48 -2.55
C: -1.97 4.01 -2.26
C: -1.77 2.90 -1.45
P: -0.05 2.31 -1.09
C: 0.73 2.67 -2.70
C: 0.21 2.00 -3.81
C: 0.71 2.23 -5.08
C: 1.74 3.15 -5.26
C: 2.25 3.83 -4.17
C: 1.75 3.60 -2.89
C: 0.54 3.63 0.02
C: 1.91 3.70 0.30
C: 2.41 4.68 1.15
C: 1.55 5.59 1.75
C: 0.19 5.51 1.50
C: -0.32 4.54 0.64
H: -5.08 2.25 -0.76
H: -5.37 4.23 -2.24
H: -3.37 5.34 -3.18
H: -1.12 4.52 -2.68
H: -0.63 1.33 -3.68
H: 0.28 1.71 -5.93
H: 2.14 3.33 -6.25
H: 3.04 4.56 -4.31
H: 2.15 4.17 -2.07
H: 2.60 3.00 -0.17
H: 3.48 4.73 1.33
H: 1.94 6.35 2.41
H: -0.49 6.21 1.97
H: -1.38 4.50 0.47
N: -2.01 -1.47 1.96
C: -2.32 -2.90 2.24
C: -2.86 -3.58 1.00
C: -1.77 -3.91 0.01
N: -1.14 -2.72 -0.62
H: -1.79 -0.98 2.83
H: -2.91 -1.06 1.69
H: -3.04 -2.95 3.06
H: -1.41 -3.40 2.56
H: -3.64 -2.96 0.54
H: -3.35 -4.51 1.30
H: -2.15 -4.56 -0.78
H: -0.98 -4.45 0.53
H: -1.78 -2.38 -1.34
H: -0.32 -3.03 -1.14
C: 0.76 -0.34 3.77
C: 1.54 0.40 4.90
N: 2.00 1.70 4.45
C: 0.84 2.50 4.06
C: 0.01 1.78 2.97
N: 0.67 0.50 2.55
C: 2.08 0.80 2.14
C: 2.85 1.51 3.27
H: -0.26 -0.56 4.10
H: 1.24 -1.26 3.49
H: 2.40 -0.19 5.20
H: 0.91 0.54 5.78
H: 1.19 3.46 3.70
H: 0.23 2.68 4.94
H: -0.10 2.41 2.09
H: -0.98 1.53 3.33
H: 2.04 1.41 1.24
H: 2.55 -0.15 1.87
H: 3.20 2.49 2.94
H: 3.72 0.93 3.57
C: 2.60 -5.62 0.82
N: 1.96 -5.44 2.13
C: 1.97 -6.38 3.15
C: 1.31 -5.85 4.19
N: 0.90 -4.58 3.79
C: 0.20 -3.66 4.69
C: 1.31 -4.33 2.53
Se: 1.25 -2.86 1.42
H: 3.19 -6.53 0.86
H: 3.23 -4.77 0.60
H: 1.84 -5.71 0.05
H: 2.45 -7.34 3.04
H: 1.10 -6.24 5.16
H: -0.47 -4.24 5.32
H: -0.37 -2.95 4.11
H: 0.92 -3.12 5.31

Calculated values
**Charge**: +2
**Energy above the lowest of the compared OMol25 structures with the same formula, charge and spin**: 0.0 kcal/mol
**E_HOMO**: -0.4642 Eh

Atom charges from the Löwdin analysis, given in e for atoms 1 to 99: 1.62, 0.14, -0.55, -0.36, -0.19, 0.03, 0.03, -0.16, -0.02, -0.05, -0.04, -0.03, -0.22, 0.12, 0.13, 0.13, 0.13, 0.12, 0.12, 0.08, -0.22, 0.58, -0.47, -0.46, -0.29, -0.03, -0.03, -0.02, -0.06, -0.31, 1.13, -0.36, -0.11, -0.06, -0.06, -0.05, -0.07, -0.38, -0.14, -0.07, -0.06, -0.05, -0.08, 0.12, 0.12, 0.12, 0.13, 0.09, 0.11, 0.11, 0.11, 0.09, 0.11, 0.12, 0.12, 0.12, 0.11, -0.04, -0.22, -0.16, -0.23, -0.08, 0.08, 0.07, 0.13, 0.06, 0.13, 0.13, 0.13, 0.08, 0.06, 0.07, -0.19, -0.14, -0.14, -0.12, -0.15, -0.18, -0.15, -0.13, 0.10, 0.02, 0.12, 0.12, 0.11, 0.13, 0.07, 0.11, 0.08, 0.09, 0.11, 0.13, -0.02, -0.12, -0.01, -0.02, -0.10, 0.00, -0.63



No. 2
DFT (the ωB97M-V functional and the def2-TZVPD basis) results for C39H62BClGe2N6O2S3Ta as an isolated structure.

Atoms and positions in Å:
Ta: 0.24 -0.32 0.18
C: 2.43 -1.64 6.31
C: 2.09 -0.84 5.07
C: 0.58 -0.65 5.00
C: 2.85 0.48 5.09
N: 2.52 -1.64 3.85
C: 3.09 -2.90 3.90
C: 3.38 -3.27 2.63
N: 3.00 -2.24 1.80
B: 3.27 -2.29 0.27
N: 3.85 -0.94 -0.30
C: 5.23 -0.85 -0.23
C: 5.62 0.28 -0.84
N: 4.49 0.91 -1.32
C: 3.43 0.16 -0.97
S: 1.80 0.69 -1.33
C: 4.54 2.24 -2.07
C: 3.92 3.33 -1.19
C: 6.01 2.58 -2.31
C: 3.85 2.10 -3.43
N: 2.06 -2.96 -0.50
C: 2.35 -3.72 -1.62
C: 1.32 -4.57 -1.83
N: 0.37 -4.32 -0.86
C: 0.84 -3.33 -0.08
S: -0.09 -2.50 1.16
C: -0.88 -5.17 -0.65
C: -2.14 -4.30 -0.78
C: -0.90 -6.23 -1.74
C: -0.78 -5.83 0.72
C: 2.47 -1.28 2.56
S: 1.86 0.21 1.88
H: 2.15 -1.04 7.18
H: 3.50 -1.84 6.39
H: 1.88 -2.58 6.37
H: 0.25 -0.10 5.88
H: 0.06 -1.61 4.98
H: 0.28 -0.07 4.12
H: 2.59 1.01 6.00
H: 2.60 1.13 4.25
H: 3.92 0.31 5.09
H: 3.26 -3.42 4.82
H: 3.87 -4.16 2.26
H: 4.17 -3.06 0.14
H: 5.81 -1.62 0.24
H: 6.61 0.67 -0.99
H: 4.44 3.39 -0.23
H: 2.86 3.17 -1.01
H: 4.04 4.29 -1.69
H: 6.55 2.75 -1.38
H: 6.04 3.51 -2.87
H: 6.51 1.82 -2.90
H: 2.76 2.17 -3.37
H: 4.12 1.16 -3.91
H: 4.19 2.91 -4.06
H: 3.30 -3.65 -2.12
H: 1.20 -5.33 -2.58
H: -2.05 -3.63 -1.64
H: -2.36 -3.73 0.11
H: -2.98 -4.96 -0.97
H: -0.96 -5.80 -2.74
H: -1.79 -6.84 -1.59
H: -0.05 -6.91 -1.68
H: -0.75 -5.11 1.53
H: 0.10 -6.47 0.78
H: -1.66 -6.46 0.87
C: 0.62 3.56 1.83
C: -0.23 2.60 2.66
Ge: -1.24 1.36 1.54
C: -2.21 -0.06 2.54
C: -3.38 -0.66 1.75
C: -2.55 2.53 0.74
C: -3.19 2.61 -0.43
Ge: -2.88 1.50 -1.98
C: -1.38 2.11 -3.04
C: -1.61 3.37 -3.88
C: -4.41 0.47 -2.50
C: -5.54 1.20 -3.24
C: -4.25 3.62 -0.69
C: -5.07 4.08 0.34
C: -6.05 5.03 0.09
C: -6.22 5.53 -1.19
C: -5.43 5.08 -2.23
C: -4.45 4.12 -1.97
H: 1.14 4.28 2.46
H: 0.00 4.13 1.13
H: 1.37 3.04 1.24
H: -0.98 3.14 3.23
H: 0.38 2.05 3.38
H: -2.55 0.48 3.43
H: -1.54 -0.84 2.90
H: -4.12 0.10 1.50
H: -3.89 -1.42 2.34
H: -3.06 -1.13 0.82
H: -2.83 3.28 1.48
H: -1.00 1.30 -3.66
H: -0.63 2.32 -2.26
H: -2.39 3.23 -4.63
H: -0.70 3.63 -4.42
H: -1.88 4.23 -3.27
H: -4.76 0.06 -1.55
H: -4.07 -0.37 -3.10
H: -5.99 1.98 -2.62
H: -6.33 0.49 -3.49
H: -5.20 1.66 -4.16
H: -4.97 3.68 1.34
H: -6.68 5.37 0.90
H: -6.99 6.28 -1.38
H: -5.56 5.46 -3.23
H: -3.84 3.81 -2.81
Cl: -0.87 -2.61 -4.24
C: -1.85 -1.48 -3.33
C: -1.18 -1.04 -2.06
O: -0.11 -1.53 -1.68
O: -1.72 -0.15 -1.26
H: -2.79 -1.95 -3.06
H: -2.07 -0.61 -3.95

Calculated values
**Charge**: +3
**Energy above the lowest of the compared OMol25 structures with the same formula, charge and spin**: 0.0 kcal/mol
**E_HOMO**: -0.5537 Eh

Atom charges from the Löwdin analysis, given in e for atoms 1 to 99: 1.03, -0.03, -0.52, -0.02, -0.02, 0.04, 0.02, 0.01, 0.03, -0.51, 0.05, -0.01, 0.01, 0.03, -0.58, 0.73, -0.52, -0.02, -0.04, -0.04, 0.05, 0.00, 0.00, 0.03, -0.60, 0.78, -0.51, -0.02, -0.03, -0.02, -0.61, 0.72, 0.11, 0.10, 0.10, 0.11, 0.10, 0.03, 0.11, 0.04, 0.11, 0.13, 0.14, 0.13, 0.14, 0.13, 0.10, 0.04, 0.11, 0.10, 0.11, 0.10, 0.04, 0.10, 0.10, 0.15, 0.13, 0.06, 0.06, 0.11, 0.09, 0.11, 0.10, 0.05, 0.10, 0.11, -0.17, -0.40, 0.78, -0.36, -0.16, -0.21, -0.30, 1.09, -0.31, -0.13, -0.30, -0.12, -0.25, -0.03, -0.04, -0.04, -0.04, -0.08, 0.09, 0.07, 0.03, 0.08, 0.02, 0.09, 0.01, 0.07, 0.09, 0.03, 0.08, 0.07, 0.05, 0.08, 0.08



No. 3
DFT (the ωB97M-V functional and the def2-TZVPD basis) results for C30H47BO2P2Ti as an isolated structure.

Atoms and positions in Å:
Ti: 0.39 -0.91 -2.74
C: -0.17 -3.00 1.93
C: 1.16 -3.09 1.38
C: 1.09 -1.44 3.02
C: -0.20 -1.98 2.92
C: 1.96 -2.14 2.14
C: -1.36 -3.62 1.33
H: -1.09 -4.17 0.45
H: -2.14 -2.94 0.99
H: -1.82 -4.25 2.06
C: -1.40 -1.48 3.61
H: -2.31 -1.33 3.03
H: -1.27 -0.57 4.19
H: -1.67 -2.26 4.34
C: 1.50 -0.30 3.88
H: 1.30 -0.51 4.94
H: 1.00 0.67 3.71
H: 2.57 -0.07 3.84
C: 3.33 -1.79 1.79
H: 4.06 -2.14 2.53
H: 3.54 -0.71 1.67
H: 3.65 -2.19 0.82
C: 1.59 -3.87 0.22
H: 2.07 -4.83 0.27
H: 2.25 -3.21 -0.36
H: 0.75 -4.04 -0.48
C: -1.09 -0.01 -3.90
C: -1.27 -1.41 -4.02
C: -0.61 -2.37 -4.96
C: 0.92 -2.13 -5.14
C: 1.65 -1.33 -4.06
C: 1.72 0.13 -3.87
C: 0.99 1.23 -4.66
C: -0.50 0.95 -4.98
H: -1.11 -2.55 -5.92
H: 1.09 -1.57 -6.08
H: -0.75 -3.33 -4.42
H: -0.51 0.55 -6.03
H: -1.97 0.52 -3.51
H: -2.26 -1.76 -3.66
H: -0.98 1.96 -4.96
H: 1.20 2.23 -4.21
H: 2.42 0.56 -3.13
H: 1.56 1.43 -5.59
H: 1.41 -3.12 -5.09
H: 2.43 -1.95 -3.57
P: -1.75 0.77 -0.39
P: 1.81 0.91 0.19
C: -0.50 2.00 -1.36
C: 0.80 2.28 -0.75
H: -1.09 2.89 -1.31
H: -0.49 1.72 -2.41
H: 1.47 2.74 -1.47
H: 0.69 3.00 0.03
C: 2.45 2.02 1.51
H: 3.27 1.52 2.06
H: 1.69 2.34 2.23
H: 2.89 2.93 1.06
C: 3.47 0.86 -0.66
H: 3.66 1.80 -1.19
H: 3.61 0.01 -1.33
H: 4.24 0.84 0.11
C: -3.49 0.96 -0.91
H: -3.90 -0.03 -1.13
H: -3.61 1.61 -1.78
H: -4.07 1.41 -0.10
C: -1.27 -1.10 -0.50
H: -0.42 -1.24 0.16
H: -1.22 -1.60 -1.49
H: -2.15 -1.60 -0.15
O: -3.11 1.42 2.34
B: -1.94 1.38 1.53
O: -0.87 1.98 2.28
C: -1.45 2.61 3.29
C: -0.88 3.63 4.03
C: -1.74 4.34 4.89
C: -3.11 4.06 4.90
C: -3.67 2.98 4.15
C: -2.79 2.28 3.35
H: 0.18 3.82 3.93
H: -1.36 5.15 5.49
H: -3.80 4.68 5.52
H: -4.74 2.78 4.17

Calculated values
**Charge**: +1
**Energy above the lowest of the compared OMol25 structures with the same formula, charge and spin**: 184.8 kcal/mol
**<S²>**: 0.77
**E_HOMO (alpha / beta)**: -0.3253 / -0.3253 Eh
**2S+1**: 2

For reference, the Löwdin charges in units of e are: 0.75, -0.19, -0.19, -0.21, -0.20, -0.17, -0.04, 0.07, 0.06, 0.10, -0.02, 0.08, 0.08, 0.11, -0.05, 0.09, 0.06, 0.08, -0.04, 0.11, 0.04, 0.08, -0.06, 0.08, 0.06, 0.07, -0.34, -0.32, -0.21, -0.17, -0.33, -0.26, -0.24, -0.18, 0.11, 0.12, 0.10, 0.12, 0.08, 0.10, 0.11, 0.10, 0.07, 0.10, 0.11, 0.12, 1.13, 0.94, -0.28, -0.38, 0.09, 0.04, 0.09, 0.06, -0.29, 0.04, 0.01, 0.07, -0.29, 0.05, 0.03, 0.04, -0.18, 0.07, 0.07, 0.06, -0.18, 0.02, 0.03, 0.03, 0.15, -0.43, 0.12, -0.26, 0.03, -0.06, -0.06, 0.04, -0.21, 0.12, 0.11, 0.12, 0.12



No. 4
DFT (the ωB97M-V functional and the def2-TZVPD basis) results for C14H28CoN2S4Se2 as an isolated structure.

Atoms and positions in Å:
Co: 0.36 -0.35 -0.16
C: 0.32 -1.94 2.78
C: 0.55 -0.47 3.03
S: -0.16 0.64 1.79
C: -1.96 0.45 1.90
C: -2.54 -0.79 1.26
S: -1.84 -1.03 -0.40
C: -1.63 -2.83 -0.50
C: -0.82 -3.42 0.64
S: 0.65 -2.39 1.04
H: -0.69 -2.25 3.04
H: 1.00 -2.53 3.40
H: 1.62 -0.23 2.99
H: 0.21 -0.17 4.02
H: -2.35 1.35 1.42
H: -2.24 0.52 2.96
H: -3.62 -0.69 1.16
H: -2.36 -1.69 1.84
H: -1.13 -2.99 -1.45
H: -2.62 -3.30 -0.58
H: -0.47 -4.41 0.36
H: -1.39 -3.53 1.56
C: 0.68 -0.04 -3.82
Se: 0.80 -1.38 -2.42
C: 2.72 -1.63 -2.42
C: 3.44 -0.42 -1.87
Se: 2.82 0.03 -0.08
C: 3.83 -1.32 0.89
H: 1.05 -0.52 -4.72
H: 1.25 0.85 -3.57
H: -0.37 0.22 -3.94
H: 3.03 -1.87 -3.44
H: 2.89 -2.52 -1.80
H: 3.32 0.48 -2.46
H: 4.51 -0.62 -1.79
H: 4.87 -1.03 0.77
H: 3.64 -2.32 0.52
H: 3.56 -1.25 1.94
C: -0.25 4.38 0.63
N: -1.34 3.68 -0.07
C: -2.64 4.12 -0.13
C: -3.34 3.23 -0.88
N: -2.44 2.27 -1.26
C: -1.22 2.53 -0.76
S: 0.27 1.72 -1.09
H: -0.60 5.39 0.86
H: 0.62 4.44 -0.02
H: -0.01 3.86 1.55
H: -2.95 5.04 0.34
H: -4.37 3.23 -1.18
H: -2.64 1.49 -1.88

Calculated values
**Charge**: +3
**E_HOMO (alpha / beta)**: -0.6499 / -0.6499 Eh

For reference, the Löwdin charges in units of e are: -0.58, -0.40, -0.42, 0.93, -0.41, -0.39, 0.93, -0.44, -0.40, 0.96, 0.09, 0.11, 0.08, 0.12, 0.07, 0.12, 0.11, 0.07, 0.03, 0.12, 0.11, 0.09, -0.30, 1.07, -0.46, -0.44, 1.04, -0.30, 0.06, 0.01, 0.04, 0.11, 0.08, 0.08, 0.10, 0.06, 0.04, 0.03, 0.03, -0.09, 0.01, 0.00, 0.10, -0.66, 0.74, 0.11, 0.10, 0.09, 0.15, 0.15, 0.15



No. 5
DFT (the ωB97M-V functional and the def2-TZVPD basis) results for one molecule with the formula C3H3NO3.

Atoms and positions in Å:
C: -1.63 -0.30 0.02
C: -0.13 0.07 -0.10
C: 2.00 0.04 0.01
H: -2.29 0.63 -0.35
H: -1.75 -1.10 -0.68
H: -1.86 -0.70 0.98
N: 0.16 1.34 -0.02
O: 1.58 1.26 0.10
O: 3.13 -0.48 -0.07
O: 0.80 -0.76 0.12

Calculated values
**Energy above the lowest of the compared OMol25 structures with the same formula, charge and spin**: 56.6 kcal/mol
**E_HOMO**: -0.3888 Eh

For reference, the Löwdin charges in units of e are: 0.03, -0.44, -0.44, 0.14, 0.06, 0.07, 0.18, 0.08, 0.13, 0.19



No. 6
DFT (the ωB97M-V functional and the def2-TZVPD basis) results for a 10-piece molecular cluster, C5H32N2O10 overall.

Atoms and positions in Å:
C: -1.67 0.67 1.00
N: -0.59 0.77 0.07
C: 0.41 -0.28 0.13
C: 0.74 -0.80 -1.34
C: 1.56 -2.06 -1.38
O: 1.43 0.22 -2.04
C: -1.25 0.33 2.49
N: -1.78 -1.06 2.78
H: -2.11 1.67 1.07
H: -2.45 -0.06 0.76
H: -0.22 1.67 -0.22
H: 1.41 0.08 0.32
H: 0.05 -1.11 0.74
H: -0.25 -0.99 -1.77
H: 2.62 -1.80 -1.49
H: 1.43 -2.74 -2.22
H: 1.44 -2.62 -0.45
H: 0.77 0.74 -2.51
H: -1.74 1.01 3.18
H: -0.18 0.24 2.55
H: -1.12 -1.42 3.47
H: -2.65 -1.08 3.29
H: -2.41 0.11 -1.15
H: -3.01 -1.20 -1.57
O: -2.48 -0.45 -1.93
H: -0.64 -4.15 1.92
H: -1.73 -3.13 1.67
O: -1.43 -4.02 1.40
H: 1.87 2.98 0.45
H: 3.01 1.99 0.63
O: 2.07 2.11 0.84
H: 1.71 -0.25 3.28
H: 3.11 0.26 3.10
O: 2.62 -0.46 3.52
H: -2.86 -2.61 0.12
H: -2.41 -3.33 -1.07
O: -3.13 -2.74 -0.80
H: -0.12 2.43 -3.42
H: 0.92 2.79 -2.43
O: 0.37 3.23 -3.09
H: 3.71 -0.01 0.48
H: 4.53 -0.43 1.76
O: 4.57 -0.01 0.90
H: -1.68 0.95 -4.34
H: -1.47 0.50 -2.91
O: -1.10 1.10 -3.60
H: -0.30 4.11 -1.48
H: 0.50 4.76 -0.16
O: -0.06 4.07 -0.54

Calculated values
**Energy above the lowest of the compared OMol25 structures with the same formula, charge and spin**: 70.2 kcal/mol
**E_HOMO**: -0.3111 Eh

For reference, the Löwdin charges in units of e are: -0.22, -0.05, -0.16, -0.42, -0.04, -0.03, -0.19, -0.02, 0.12, 0.09, 0.08, 0.08, 0.11, 0.11, 0.08, 0.08, 0.07, 0.04, 0.11, 0.08, 0.07, 0.07, 0.01, 0.03, -0.08, 0.03, -0.01, -0.07, 0.03, 0.04, -0.06, 0.00, 0.02, -0.04, 0.03, 0.07, -0.04, 0.01, 0.02, -0.09, 0.00, 0.03, -0.04, 0.07, 0.01, -0.05, 0.02, 0.04, -0.07



No. 7
DFT (the ωB97M-V functional and the def2-TZVPD basis) results for C15H21Cl3CoF4N6Si as an isolated structure.

Atoms and positions in Å:
Co: 0.90 1.67 0.18
C: -0.02 0.94 -2.47
N: 1.03 1.78 -1.87
C: 0.93 3.14 -2.43
C: 2.36 1.22 -2.21
C: 2.71 0.07 -1.28
N: 2.43 0.56 0.04
C: 2.91 -0.02 1.18
C: 2.45 0.50 2.39
F: 1.51 1.51 2.30
C: 2.85 0.06 3.63
F: 2.34 0.63 4.73
C: 3.76 -0.97 3.74
C: 4.23 -1.52 2.56
F: 5.11 -2.53 2.61
C: 3.82 -1.07 1.32
F: 4.33 -1.68 0.22
H: 0.07 0.94 -3.56
H: -1.00 1.33 -2.20
H: 0.07 -0.09 -2.11
H: 1.16 3.12 -3.50
H: 1.62 3.80 -1.91
H: -0.08 3.52 -2.30
H: 3.09 2.02 -2.05
H: 2.39 0.93 -3.26
H: 3.75 -0.21 -1.44
H: 2.11 -0.82 -1.53
H: 4.09 -1.34 4.70
C: -3.08 -3.61 -0.24
C: -3.97 -2.37 -0.12
C: -3.94 -1.54 -1.40
C: -3.61 -1.54 1.11
N: -2.26 -0.99 1.05
C: -1.82 0.14 0.50
N: -0.52 0.19 0.67
N: -0.18 -0.93 1.34
N: -1.21 -1.64 1.57
H: -3.41 -4.23 -1.08
H: -3.12 -4.22 0.66
H: -2.04 -3.34 -0.42
H: -5.00 -2.70 0.05
H: -2.92 -1.23 -1.64
H: -4.56 -0.65 -1.32
H: -4.31 -2.12 -2.24
H: -3.65 -2.13 2.02
H: -4.29 -0.69 1.21
H: -2.44 0.90 0.04
Cl: -1.55 3.15 2.44
Si: -0.65 3.35 0.56
Cl: -0.04 5.34 0.49
Cl: -2.36 3.37 -0.73

Calculated values
**Energy above the lowest of the compared OMol25 structures with the same formula, charge and spin**: 2.6 kcal/mol
**<S²>**: 0.77
**E_HOMO (alpha / beta)**: -0.2759 / -0.2780 Eh
**2S+1**: 2

For reference, the Löwdin charges in units of e are: 0.33, -0.08, -0.33, -0.11, -0.18, -0.21, -0.06, -0.18, -0.14, 0.01, -0.22, 0.10, 0.06, -0.22, 0.09, -0.14, 0.07, 0.10, 0.05, 0.08, 0.10, 0.09, 0.04, 0.13, 0.13, 0.12, 0.12, 0.13, -0.07, -0.41, -0.07, -0.10, -0.08, -0.16, -0.02, 0.05, 0.09, 0.08, 0.08, 0.07, 0.14, 0.07, 0.08, 0.08, 0.13, 0.13, 0.08, 0.18, -0.57, 0.18, 0.17



No. 8
DFT (the ωB97M-V functional and the def2-TZVPD basis) results for C6H5N as an isolated structure.

Atoms and positions in Å:
C: 2.83 -0.23 -0.41
C: 1.84 0.38 -0.68
C: 5.83 -0.97 0.19
C: 0.54 0.93 -0.65
C: -0.29 -1.14 0.52
C: -0.43 0.13 0.29
N: 4.71 -0.70 -0.11
H: 0.79 1.99 -0.30
H: 0.05 0.77 -1.65
H: 0.47 -1.84 0.25
H: -1.14 -1.62 1.01
H: -1.21 0.76 0.73

Calculated values
**Energy above the lowest of the compared OMol25 structures with the same formula, charge and spin**: 163.4 kcal/mol
**E_HOMO**: -0.3870 Eh

For reference, the Löwdin charges in units of e are: 0.18, -0.18, -0.10, -0.21, -0.01, -0.17, -0.04, 0.15, 0.14, 0.06, 0.06, 0.11



| no. | total energy (eV) |
| --- | --- |
| 1 | -151804.505 |
| 2 | -214755.258 |
| 3 | -78324.639 |
| 4 | -229588.734 |
| 5 | -10790.244 |
| 6 | -29158.838 |
| 7 | -118781.323 |
| 8 | -7784.707 |